Molecular formula: C3H8N3S
Method: DFT, ωB97M-V/def2-TZVPD

Its charge is +1. Its gap between HOMO and LUMO (alpha / beta) is 8.01 / 8.01 eV. The energy above the lowest of the compared OMol25 structures with the same formula, charge and spin comes out at 196.8 kJ/mol. The HOMO energy (alpha / beta) comes out at -12.7 / -12.7 eV.

```
15
C3H8N3S (ωB97M-V/def2-TZVPD)
C 0.032 -0.745 0.596
C 1.213 -1.230 0.206
C -1.886 0.708 -0.015
N -0.593 0.544 0.231
N 0.361 1.600 0.003
N 2.076 -0.590 -0.586
S -3.053 -0.488 -0.137
H -0.681 -1.365 1.203
H 1.404 -2.157 0.615
H -2.067 1.714 -0.243
H -0.057 2.525 -0.130
H 0.826 1.754 0.869
H 1.619 0.126 -1.107
H 3.034 -0.960 -0.834
H -2.227 -1.437 -0.669
```



Molecular formula: C8H11FO3
Method: DFT, ωB97M-V/def2-TZVPD

Its gap between HOMO and LUMO (alpha / beta) is 11.00 / 5.46 eV. The energy above the lowest of the compared OMol25 structures with the same formula, charge and spin comes out at 510.5 kJ/mol. The HOMO energy (alpha / beta) comes out at -10.3 / -6.6 eV.

```
23
C8H11FO3 (ωB97M-V/def2-TZVPD)
C -2.454 1.124 0.383
C -2.664 1.770 -0.746
C 2.983 0.388 0.389
C -1.117 0.350 0.447
C 0.906 1.049 1.400
C 3.471 -0.252 -0.967
C -1.749 -1.727 -0.922
C -1.387 -1.158 0.483
O 3.651 0.826 1.262
O -0.331 0.765 1.552
O 1.675 0.568 0.354
F -3.665 2.512 -1.154
H -2.867 1.081 1.359
H -0.509 0.663 -0.415
H 1.454 1.694 2.034
H 3.839 0.578 -1.538
H 2.607 -0.896 -1.256
H 4.421 -0.754 -0.654
H -2.075 -2.693 -0.809
H -0.917 -1.679 -1.728
H -2.683 -1.172 -1.345
H -0.401 -1.746 0.647
H -2.190 -1.292 1.223
```



Molecular formula: C12H18N6
Method: DFT, ωB97M-V/def2-TZVPD

Its SMILES is CC#N.CC#N.CC#N.CC#N.CC#N.CC#N. Its gap between HOMO and LUMO is 11.71 eV. The energy above the lowest of the compared OMol25 structures with the same formula, charge and spin comes out at 352.6 kJ/mol. The HOMO energy comes out at -11.4 eV.

```
36
C12H18N6 (ωB97M-V/def2-TZVPD)
C 4.761 -1.900 -1.445
C 5.665 -1.289 -2.464
N 6.409 -0.800 -3.176
H 5.362 -2.148 -0.611
H 4.085 -1.002 -1.150
H 4.091 -2.662 -1.725
C 0.440 0.284 1.554
C 1.772 0.883 0.834
N 2.731 1.247 0.273
H 0.296 1.116 2.055
H -0.398 -0.154 0.952
H 0.800 -0.476 2.175
C -2.402 -4.385 -1.612
C -2.079 -2.893 -1.329
N -1.789 -1.838 -1.079
H -3.200 -4.607 -2.398
H -1.708 -5.069 -1.982
H -2.834 -4.738 -0.806
C 1.353 2.746 -2.569
C 0.064 2.509 -1.784
N -0.887 2.211 -1.144
H 1.710 3.786 -2.583
H 2.316 2.099 -2.303
H 1.229 2.592 -3.589
C -3.782 -0.404 1.397
C -2.639 -1.030 2.238
N -1.838 -1.494 2.910
H -4.711 -0.244 1.778
H -3.407 0.469 1.025
H -3.829 -1.223 0.532
C -1.798 2.953 2.543
C -0.351 3.393 2.864
N 0.737 3.733 3.175
H -2.064 2.954 1.493
H -1.685 1.920 2.688
H -2.420 3.461 3.260
```



Molecular formula: C6H5ClKSe
Method: DFT, ωB97M-V/def2-TZVPD

Its charge is -1. Its gap between HOMO and LUMO is 6.47 eV. The HOMO energy comes out at -3.8 eV.

```
14
C6H5ClKSe (ωB97M-V/def2-TZVPD)
K -0.385 -4.630 0.992
Cl -1.277 -7.046 1.560
Se 1.042 -2.091 0.311
C 0.504 -0.296 0.005
C 0.428 0.618 1.059
C 0.059 1.936 0.829
C -0.253 2.368 -0.453
C -0.196 1.461 -1.504
C 0.172 0.143 -1.279
H 0.665 0.284 2.061
H 0.007 2.631 1.660
H -0.529 3.400 -0.633
H -0.448 1.784 -2.509
H 0.210 -0.562 -2.099
```



Molecular formula: C46H52IKN10OP
Method: DFT, ωB97M-V/def2-TZVPD

Its charge is +1. Its gap between HOMO and LUMO is 7.95 eV. The energy above the lowest of the compared OMol25 structures with the same formula, charge and spin comes out at 10.5 kJ/mol. The HOMO energy comes out at -9.8 eV.

```
112
C46H52IKN10OP (ωB97M-V/def2-TZVPD)
K -0.256 0.118 0.101
I 3.171 0.478 1.039
C 4.447 1.953 0.237
C 5.705 1.469 -0.009
C 6.776 2.317 -0.326
C 6.575 3.664 -0.317
C 5.287 4.199 -0.078
C 5.144 5.605 -0.043
C 3.928 6.180 0.171
C 2.797 5.353 0.257
C 2.870 3.978 0.203
P 1.275 3.100 -0.069
C 0.103 4.043 0.963
C -0.619 5.155 0.527
C -1.501 5.800 1.383
C -1.673 5.340 2.682
C -0.966 4.230 3.124
C -0.088 3.581 2.267
C 0.880 3.605 -1.777
C 1.866 3.981 -2.690
C 1.546 4.179 -4.028
C 0.244 4.013 -4.471
C -0.743 3.638 -3.570
C -0.426 3.423 -2.239
C 4.157 3.347 0.130
H 5.894 0.407 0.084
H 7.752 1.894 -0.521
H 7.391 4.354 -0.491
H 6.032 6.209 -0.182
H 3.818 7.255 0.224
H 1.828 5.826 0.324
H -0.495 5.512 -0.487
H -2.053 6.665 1.036
H -2.357 5.849 3.351
H -1.100 3.867 4.135
H 0.451 2.704 2.611
H 2.888 4.122 -2.365
H 2.323 4.471 -4.725
H -0.001 4.169 -5.514
H -1.765 3.505 -3.905
H -1.204 3.111 -1.552
C -0.176 -1.522 4.472
C -0.990 -0.940 3.343
O -0.521 -0.133 2.548
N -2.270 -1.378 3.255
C -3.205 -0.918 2.240
C -3.351 -1.874 1.076
C -4.390 -2.799 1.044
C -4.498 -3.659 -0.039
C -3.568 -3.562 -1.063
C -2.566 -2.611 -0.949
N -2.452 -1.784 0.092
H 0.759 -0.974 4.548
H 0.040 -2.572 4.263
H -0.708 -1.473 5.422
H -2.600 -2.022 3.954
H -2.861 0.046 1.870
H -4.179 -0.773 2.709
H -5.105 -2.837 1.856
H -5.298 -4.387 -0.084
H -3.611 -4.206 -1.931
H -1.823 -2.493 -1.736
C 2.157 -3.060 1.491
N 1.022 -2.879 0.565
C 1.533 -3.075 -0.805
N 2.147 -4.386 -0.986
C 3.249 -4.515 -0.026
N 2.786 -4.371 1.359
C 1.778 -5.400 1.617
N 0.641 -5.288 0.698
C 0.058 -3.958 0.846
C 1.148 -5.411 -0.674
H 1.799 -2.935 2.516
H 2.913 -2.300 1.286
H 2.273 -2.297 -1.017
H 0.707 -2.966 -1.514
H 3.995 -3.745 -0.234
H 3.715 -5.494 -0.146
H 1.420 -5.299 2.644
H 2.234 -6.385 1.504
H -0.316 -3.839 1.867
H -0.781 -3.873 0.159
H 0.312 -5.317 -1.371
H 1.596 -6.397 -0.800
C -2.190 0.309 -5.612
C -1.034 0.246 -4.671
C 0.325 0.242 -4.893
C 0.911 0.178 -3.615
N -0.018 0.151 -2.671
N -1.195 0.176 -3.333
C 2.358 0.147 -3.245
H -1.846 0.540 -6.617
H -2.899 1.080 -5.305
H -2.726 -0.642 -5.650
H 0.827 0.276 -5.846
H -2.083 0.258 -2.854
H 2.968 0.622 -4.013
H 2.714 -0.880 -3.126
H 2.515 0.677 -2.304
N -4.080 0.264 -2.116
C -4.150 1.426 -1.333
C -5.177 2.350 -1.515
C -5.194 3.483 -0.725
C -4.199 3.655 0.223
C -3.209 2.692 0.315
N -3.156 1.602 -0.459
H -4.924 0.083 -2.642
H -3.820 -0.544 -1.565
H -5.952 2.168 -2.250
H -5.982 4.216 -0.841
H -4.178 4.516 0.875
H -2.406 2.804 1.036
```



Molecular formula: C19H23ClN4O2
Method: DFT, ωB97M-V/def2-TZVPD

Its SMILES is CN(Cc1cnn(C)c1)C(=O)[C@@H]1CCC(=O)N(Cc2ccc(Cl)cc2)C1. Its gap between HOMO and LUMO is 9.42 eV. The energy above the lowest of the compared OMol25 structures with the same formula, charge and spin comes out at 15.6 kJ/mol. The HOMO energy comes out at -9.0 eV.

```
49
C19H23ClN4O2 (ωB97M-V/def2-TZVPD)
C 2.030 2.663 -2.101
N 1.472 1.662 -1.216
C 1.066 0.484 -1.744
O 1.072 0.282 -2.945
C 0.535 -0.572 -0.773
H 1.025 -0.487 0.198
C -0.973 -0.337 -0.582
N -1.496 -1.344 0.307
C -1.259 -2.651 0.045
O -1.639 -3.551 0.768
C -0.498 -2.859 -1.245
H -0.237 -3.914 -1.330
H -1.174 -2.610 -2.068
C 0.760 -1.987 -1.331
H 1.570 -2.468 -0.781
H 1.060 -1.907 -2.378
C -2.235 -0.943 1.485
C -3.548 -0.310 1.108
C -4.487 -1.055 0.402
C -5.687 -0.494 0.013
C -5.954 0.828 0.334
C -5.033 1.587 1.037
C -3.832 1.013 1.416
H -3.115 1.604 1.968
H -5.253 2.614 1.282
Cl -7.455 1.539 -0.147
H -6.415 -1.075 -0.532
H -4.269 -2.085 0.164
H -2.406 -1.859 2.059
H -1.632 -0.252 2.086
H -1.169 0.646 -0.148
H -1.469 -0.375 -1.559
C 1.620 1.938 0.197
C 2.863 1.328 0.773
C 3.725 0.426 0.183
N 4.696 0.165 1.080
N 4.516 0.837 2.208
C 3.417 1.547 2.046
H 3.057 2.183 2.829
C 5.816 -0.716 0.923
H 5.480 -1.744 0.769
H 6.408 -0.662 1.835
H 6.429 -0.412 0.073
H 3.711 -0.029 -0.787
H 1.662 3.025 0.318
H 0.739 1.593 0.750
H 1.947 2.297 -3.122
H 1.478 3.599 -2.005
H 3.081 2.839 -1.863
```



Molecular formula: CH2ClNOS2
Method: DFT, ωB97M-V/def2-TZVPD

Its gap between HOMO and LUMO (alpha / beta) is 6.58 / 6.59 eV. The energy above the lowest of the compared OMol25 structures with the same formula, charge and spin comes out at 271.3 kJ/mol. The HOMO energy (alpha / beta) comes out at -9.4 / -9.4 eV.

```
8
CH2ClNOS2 (ωB97M-V/def2-TZVPD)
C 1.481 -0.567 0.165
N 0.568 -0.494 -0.871
O 1.368 -1.316 1.115
S -1.914 1.001 0.530
S -0.294 2.005 0.267
Cl -0.915 -1.332 -0.521
H 2.408 -0.105 0.006
H -2.701 0.808 -0.691
```



Molecular formula: C5H11IN2O2
Method: DFT, ωB97M-V/def2-TZVPD

Its SMILES is CC(C)/C(O)=N/C(N)=O.I. Its gap between HOMO and LUMO is 10.19 eV. The energy above the lowest of the compared OMol25 structures with the same formula, charge and spin comes out at 0.0 kJ/mol. The HOMO energy comes out at -9.6 eV.

```
21
C5H11IN2O2 (ωB97M-V/def2-TZVPD)
C -1.235 -1.953 -0.260
C 1.086 1.466 -0.990
C 1.184 1.568 1.539
C 1.252 0.696 0.338
C 0.435 -0.525 0.521
N -1.956 -2.095 -1.349
N -0.460 -0.794 -0.337
O -1.300 -2.603 0.756
O 0.800 -1.211 1.645
I -3.023 1.314 -1.310
H 1.152 0.572 -1.717
H 0.224 1.964 -0.928
H 1.912 2.132 -1.031
H 1.296 0.960 2.459
H 1.941 2.382 1.629
H 0.248 2.103 1.739
H 2.373 0.195 0.267
H -1.672 -1.549 -2.125
H -2.615 -2.767 -1.481
H -1.929 0.172 -1.088
H 0.287 -2.024 1.723
```



Molecular formula: C46H54AsN5OPtSSbSi
Method: DFT, ωB97M-V/def2-TZVPD

Its charge is +1. Its gap between HOMO and LUMO is 5.23 eV. The energy above the lowest of the compared OMol25 structures with the same formula, charge and spin comes out at 0.0 kJ/mol. The HOMO energy comes out at -9.7 eV.

```
111
C46H54AsN5OPtSSbSi (ωB97M-V/def2-TZVPD)
Pt 0.079 -0.606 2.600
C 1.468 1.216 7.424
C 0.390 0.198 7.195
C -0.778 0.173 7.953
C -1.740 -0.785 7.682
C -1.509 -1.700 6.667
C -0.318 -1.602 5.959
N 0.608 -0.683 6.215
Sb 0.322 -3.172 4.622
C 2.096 -2.091 4.063
C 3.318 -2.506 4.551
C 4.457 -1.779 4.238
C 4.331 -0.680 3.418
C 3.082 -0.310 2.926
C 2.958 0.835 1.974
N 1.983 -1.001 3.270
C -0.548 -2.883 2.640
C -1.878 -3.253 2.354
C -2.226 -3.477 1.049
C -1.268 -3.307 0.039
C -0.005 -2.880 0.366
C 1.075 -2.650 -0.647
N 0.358 -2.694 1.662
H 1.270 1.822 8.306
H 1.551 1.872 6.555
H 2.428 0.713 7.544
H -0.928 0.901 8.739
H -2.657 -0.820 8.255
H -2.232 -2.474 6.441
H 3.374 -3.386 5.176
H 5.425 -2.076 4.620
H 5.194 -0.095 3.134
H 3.914 1.345 1.870
H 2.191 1.525 2.319
H 2.653 0.465 0.991
H -2.606 -3.335 3.150
H -3.235 -3.776 0.797
H -1.519 -3.503 -0.997
H 0.653 -2.369 -1.611
H 1.662 -3.560 -0.790
H 1.749 -1.869 -0.296
S -4.487 -0.310 1.351
C -2.917 -0.300 1.730
N -1.786 -0.324 2.016
C -1.893 3.147 2.106
Si -0.992 2.325 3.537
C -2.234 1.518 4.668
C -0.122 3.689 4.487
O 0.202 1.311 3.018
H -2.877 3.495 2.431
H -2.052 2.472 1.264
H -1.341 4.019 1.745
H -2.878 2.291 5.098
H -1.736 1.006 5.491
H -2.874 0.802 4.150
H -0.827 4.502 4.681
H 0.711 4.109 3.917
H 0.267 3.351 5.450
C 2.421 2.385 -8.281
C 1.779 1.871 -7.025
C 0.426 1.553 -6.991
C -0.190 1.080 -5.839
C -1.663 0.765 -5.856
C 0.609 0.936 -4.701
As -0.153 0.151 -3.133
N -0.403 0.942 -1.667
C 0.098 2.207 -1.368
C 0.551 2.408 -0.063
C 1.085 3.635 0.294
C 1.126 4.676 -0.622
C 0.629 4.495 -1.911
C 0.125 3.267 -2.289
C -1.166 -1.420 -3.416
C -0.528 -2.445 -4.124
C 0.918 -2.385 -4.543
C -1.276 -3.571 -4.442
C -2.612 -3.684 -4.076
C -3.414 -4.898 -4.443
C -3.202 -2.645 -3.359
C -2.507 -1.498 -3.007
C -3.190 -0.421 -2.219
C 1.972 1.256 -4.686
C 2.829 1.094 -3.459
C 2.532 1.725 -5.863
H 1.723 2.381 -9.116
H 3.284 1.775 -8.551
H 2.777 3.407 -8.139
H -0.174 1.688 -7.884
H -2.162 1.354 -6.623
H -2.147 0.993 -4.904
H -1.843 -0.290 -6.073
H 0.499 1.616 0.675
H 1.443 3.779 1.305
H 1.523 5.639 -0.330
H 0.626 5.317 -2.613
H -0.289 3.130 -3.280
H 1.525 -1.749 -3.892
H 1.019 -2.005 -5.562
H 1.359 -3.380 -4.511
H -0.799 -4.383 -4.979
H -2.785 -5.683 -4.858
H -4.171 -4.642 -5.185
H -3.937 -5.297 -3.573
H -4.240 -2.731 -3.059
H -4.246 -0.646 -2.095
H -3.108 0.556 -2.705
H -2.753 -0.317 -1.226
H 2.259 1.188 -2.531
H 3.602 1.861 -3.434
H 3.330 0.123 -3.457
H 3.584 1.989 -5.874
```



Molecular formula: C16H40ClO2P2Si2Yb
Method: DFT, ωB97M-V/def2-TZVPD

Its charge is +2. Its gap between HOMO and LUMO (alpha / beta) is 7.03 / 6.46 eV. The energy above the lowest of the compared OMol25 structures with the same formula, charge and spin comes out at 0.0 kJ/mol. The HOMO energy (alpha / beta) comes out at -14.8 / -14.4 eV. The spin multiplicity is 2.

```
64
C16H40ClO2P2Si2Yb (ωB97M-V/def2-TZVPD)
C 0.198 0.041 -3.202
C 1.134 0.311 -2.197
H 0.707 -0.247 -4.137
H -0.428 0.937 -3.367
H -0.471 -0.778 -2.866
O 2.130 0.446 -1.616
Cl -2.378 0.064 -1.016
Yb -1.510 -0.135 1.325
P -0.163 2.207 0.040
C 1.230 3.277 0.592
C -0.581 3.228 -1.424
H -0.720 4.254 -1.058
H -1.560 3.948 0.906
H -1.511 2.864 -1.873
H -2.461 2.437 0.911
H 2.069 3.106 -0.095
H 0.241 3.210 -2.148
C -1.484 2.882 1.141
H 0.904 4.327 0.526
H -1.259 2.798 2.210
H 1.525 3.053 1.624
P 0.002 -2.263 -0.111
C 1.396 -3.233 0.566
C -1.375 -3.106 0.788
H -1.166 -2.993 -2.135
H -0.221 -4.303 -1.371
H 0.625 -3.066 -2.350
C -0.208 -3.241 -1.659
H -2.343 -2.621 0.590
H -1.453 -4.116 0.371
H 1.196 -4.305 0.438
H 1.554 -3.021 1.627
H -1.197 -3.218 1.863
H 2.297 -2.973 -0.001
C 1.924 0.077 1.100
O 3.069 0.044 1.133
C -2.791 -1.723 3.732
Si -1.015 -1.490 4.326
C -1.163 -1.281 6.203
C 0.062 -3.028 4.181
C -0.194 -0.089 3.422
Si 0.082 1.396 4.483
C 1.499 0.772 5.572
C 0.769 3.083 4.001
C -1.625 1.889 5.127
H -3.212 -2.514 4.371
H -2.944 -2.051 2.690
H -3.408 -0.825 3.885
H -1.695 -2.170 6.577
H -0.188 -1.247 6.706
H -1.730 -0.401 6.531
H 1.079 -2.786 4.522
H 0.147 -3.468 3.183
H -0.339 -3.799 4.856
H 0.703 -0.378 2.862
H 2.436 0.880 5.003
H 1.557 1.386 6.481
H 1.412 -0.287 5.845
H 1.812 3.026 3.668
H 0.187 3.639 3.259
H 0.759 3.690 4.923
H -2.114 2.569 4.414
H -2.319 1.056 5.288
H -1.500 2.432 6.074
```